1.
Computed, not measured: a single C5H6IN molecule, with ωB97M-V/def2-TZVPD.

Output
- LUMO (alpha / beta) (eV) = -0.13 / -0.30
- ΔE to the lowest compared entry with this formula, charge and spin (eV) = 4.409
- Kohn-Sham gap (alpha / beta) (eV) = 8.0 / 7.9

Structure (ORCA input):
```
! RIJCOSX wB97M-V def2-TZVPD def2/J DEFGRID3
* xyz 0 1
C 1.368 -1.031 0.262
C 0.257 -1.695 0.067
C -0.866 0.649 -0.865
C 1.053 0.351 0.659
C -0.467 0.355 0.507
N -2.128 0.841 -1.167
I -1.837 0.488 2.140
H 2.270 -1.483 0.259
H -0.165 -2.626 0.129
H -0.067 1.000 -1.546
H 1.472 0.729 1.635
H 1.381 1.150 -0.058
H -2.272 1.272 -2.022
*
```

Results of the natural (NBO) charge analysis, in e, for atoms 1 through 2: number 1, C, carries -0.2352; number 2, C, carries -0.0531

***

2.
Computed, not measured: a molecular structure, C5H6InO3, with ωB97M-V/def2-TZVPD.

Output
- expectation value of S² = 0.752
- LUMO (alpha / beta) (eV) = -11.93 / -11.94
- ΔE to the lowest compared entry with this formula, charge and spin (eV) = 2.264
- Kohn-Sham gap (alpha / beta) (eV) = 6.1 / 8.0

Structure (ORCA input):
```
! RIJCOSX wB97M-V def2-TZVPD def2/J DEFGRID3
* xyz 2 2
O -2.744 -1.617 -0.264
C -1.711 -2.176 -0.213
O -1.064 -3.176 -0.525
O -0.172 -1.441 0.745
C -0.047 -0.134 1.261
C 0.687 0.785 0.289
C 0.861 2.172 0.870
C 0.351 3.272 0.363
In 0.729 -2.940 0.223
H 0.495 -0.189 2.218
H -1.060 0.253 1.451
H 0.132 0.830 -0.659
H 1.679 0.354 0.078
H 1.458 2.230 1.791
H -0.245 3.551 -0.507
*
```

Results of the Mulliken charge analysis, in e, for atoms 1 through 2: number 1, O, carries -0.2328; number 2, C, carries 0.8461

***

Computed values of DFT total energy (unit: eV) for the preceding records, in sequence: -14867.76667; -16573.81539.
Computed values of max |F| (unit: Eh/bohr) for the preceding records, in sequence: 0.0960; 0.1444.